1.
A cluster of 13 separate species, C46H59N13 in total at a distorted geometry. Source: the Open Molecules 2025 dataset; level of theory: ωB97M-V with the def2-TZVPD basis set.

Geometry (Å):
C  0.61871  -0.05174  -1.04107
C  4.05111  0.95054  0.23194
C  -3.36504  2.45320  1.40641
C  -1.04603  -5.82019  3.69165
H  2.15873  3.60739  -1.81656
C  -1.99285  2.96187  -4.89358
H  -1.15613  1.03745  -4.05131
H  -4.37404  -0.49134  -0.59397
H  1.74320  1.67099  3.53500
H  4.38740  -6.63191  2.26661
C  -2.23670  -2.30214  0.02802
H  -0.05795  3.72710  -3.02865
C  -3.37656  -1.12212  1.51404
C  4.11341  0.29348  -3.36567
H  0.14934  -3.33376  -2.12299
H  -2.52542  0.78842  -1.52280
C  -1.96043  1.24504  4.48485
H  2.60477  -2.83804  1.25934
H  0.83391  -1.04093  2.08400
C  3.02570  -3.83054  1.25843
N  2.89566  -4.63186  0.16754
C  0.15879  -5.33413  3.07664
C  0.20713  2.58942  -4.78864
N  0.04899  3.95231  -2.03806
H  -3.55750  -0.28271  2.16334
H  -1.39204  0.60881  3.82276
H  2.98115  1.51423  4.78590
H  -0.01380  1.48891  1.74513
C  3.96362  1.97530  1.27294
H  -3.91041  -3.72755  -0.36730
C  1.00400  4.18319  -0.04178
H  2.68397  1.53974  -2.23968
H  1.42204  -2.00218  -0.33786
N  5.06477  0.61269  -4.29425
H  3.55559  -5.47260  -3.34977
C  3.33932  -3.44974  -2.78531
H  -2.91923  2.85991  2.31921
C  -2.08066  -5.25933  2.99204
C  3.46066  1.43257  -2.98101
H  -3.76745  0.00010  4.95433
H  -4.02869  1.60874  1.54206
H  -2.62213  2.18231  0.65679
H  -5.22126  -2.36659  1.38507
H  -4.48659  2.09030  6.22153
H  3.90632  -4.17875  3.25134
H  -3.06968  2.92631  -4.90020
H  -3.13787  -5.42202  3.13475
H  -6.17583  2.92437  -2.30432
C  1.22772  3.86758  -1.33658
C  -5.74263  1.02170  -1.23936
H  1.78708  4.31106  0.69053
H  3.56397  0.04852  0.59380
C  0.94333  -1.05689  -0.14728
C  0.26675  0.78700  0.97552
N  3.97501  2.74146  2.12687
H  1.17098  -5.59964  3.33310
C  0.01489  3.82940  -5.34651
C  -0.96285  4.26456  -1.13502
C  3.92935  -5.80287  1.75184
H  0.01838  1.96386  -0.75549
H  -0.99506  4.66739  0.95650
H  2.45532  -4.39775  -0.71258
C  1.96322  1.84776  4.58400
C  -1.51856  2.41098  5.16524
H  2.18252  -1.68703  -2.08758
H  5.56210  2.39417  -5.34008
H  -1.77825  4.84894  -5.77999
H  -2.11337  -3.85799  1.38288
H  -6.65810  0.51209  -0.99191
C  -4.20561  -2.13073  1.11081
N  -2.16394  -1.26523  0.92112
C  2.24169  -2.70784  -2.42568
H  1.07122  -5.73954  -3.06669
C  -3.48410  -2.89904  0.17594
N  2.95875  -4.74658  -3.00116
N  -1.32643  4.02130  -5.43628
C  -4.03925  3.65165  0.93340
N  0.31244  1.08611  -0.34820
H  0.65199  -0.02989  -2.11982
C  4.93578  1.94390  -4.58733
C  -5.47930  2.21187  -1.89349
C  -2.60762  2.85573  5.90964
H  -3.59467  3.11363  -2.58311
N  1.88866  4.41280  5.12659
H  -1.04554  -6.44207  4.57048
C  1.93146  3.29503  4.87663
H  5.09216  0.76887  -0.03014
C  0.69169  -0.52780  1.14526
H  -1.97408  4.37837  -1.48569
H  5.73854  -0.01404  -4.68731
C  -1.07413  2.04496  -4.41929
C  -0.21829  -4.58682  1.99025
C  -0.37730  4.42688  0.10440
H  -1.40611  -2.60415  -0.58633
C  3.46074  -5.84605  0.45415
N  -3.57796  1.90129  5.83991
H  4.35524  -3.12775  -2.94986
H  0.35329  -4.09766  1.21976
C  -3.53226  1.17926  -1.52716
H  -0.61321  2.99486  5.14828
N  -1.58685  -4.47177  2.00742
N  -4.53705  0.40132  -1.03181
H  4.10432  -0.69605  -2.93625
H  1.30227  1.32538  5.27223
C  3.88635  2.45069  -3.84329
H  1.15436  2.13069  -4.54691
N  -4.59749  4.57996  0.55353
C  1.60545  -4.84391  -2.79739
H  3.58339  1.35396  -0.66642
C  -4.09531  2.29632  -2.09177
H  -1.38949  -0.60621  0.95656
C  -3.15209  0.87973  5.06696
H  0.71888  4.55347  -5.71980
H  -2.81155  3.73231  6.50242
H  3.44752  -6.64474  -0.26872
C  3.61252  -4.52721  2.27529
C  1.15892  -3.61458  -2.37882
H  3.43624  3.43061  -3.80704

ΔE to the lowest compared entry with this formula, charge and spin = 0.0 kcal/mol
Multiplicity = 1
Gap between HOMO and LUMO = 0.294 Eh
E_LUMO = 0.241 eV

Here are the Mulliken charges for atoms 1 to 2, given in e: -0.98 0.74



2.
A structure of composition C6H11NOS at a distorted geometry. Source: the Open Molecules 2025 dataset; level of theory: ωB97M-V with the def2-TZVPD basis set.

Geometry (Å):
H  1.22093  -1.06597  1.06797
S  0.49242  3.73127  1.17335
C  0.27245  -0.66091  1.23811
C  0.04370  -0.67553  -2.34129
C  -0.78199  -1.67916  1.41697
H  -0.45309  -2.61827  1.34771
H  0.91681  -0.14277  -1.91862
H  0.23149  1.54640  0.04188
H  -0.84171  0.04084  -2.61778
H  1.16774  3.66246  2.42834
H  0.22041  -2.33146  -0.95193
C  -0.49830  -1.52865  -1.23289
H  0.47550  -1.15606  -3.20926
C  0.53882  1.13260  1.91743
H  -1.38459  -1.85054  -1.62036
O  1.56788  4.17686  0.25969
H  -1.59804  -1.45570  1.98457
N  0.48437  1.95095  0.92210
C  -0.69640  -0.89589  0.13859
H  -1.37840  -0.18047  -0.04459

ΔE to the lowest compared entry with this formula, charge and spin = 161.6 kcal/mol
Multiplicity = 1
Gap between HOMO and LUMO = 0.318 Eh
E_LUMO = 0.356 eV

Here are the Mulliken charges for atoms 1 to 2, given in e: 0.33 0.37



3.
A structure of composition C8H36AlB5O4S2 at a distorted geometry. Source: the Open Molecules 2025 dataset; level of theory: ωB97M-V with the def2-TZVPD basis set.

Geometry (Å):
S  0.16246  2.47778  -0.28742
H  -0.45053  -3.70332  2.56417
B  3.05399  -3.25328  0.39177
H  3.33052  1.32384  1.02412
H  -2.99137  1.76012  -1.41183
O  -1.16064  3.03640  -0.51549
H  -2.83532  0.01303  2.79929
C  1.29642  2.97750  -1.64674
C  1.08645  3.45187  0.98959
C  -4.39411  0.22379  -2.37202
H  1.10064  -4.75136  2.25529
C  1.56140  4.40418  -1.29067
H  1.89322  -1.80173  4.84491
B  0.00411  -4.59008  1.98521
H  2.03048  0.11126  1.58980
S  -1.71127  -0.07894  -2.18437
O  -1.12654  -1.02034  -1.25052
H  1.67005  2.69309  1.51167
H  2.88622  -4.38838  0.31086
H  2.31080  -2.85893  -0.41960
C  -3.92656  -0.29294  -3.75298
H  -0.65599  -5.52051  2.14685
H  -5.27112  0.86756  -2.38637
O  0.31930  1.06403  -0.01643
H  2.00226  5.39360  0.62451
H  2.53147  -1.39058  3.05814
H  -1.88919  -1.00551  -4.37100
C  2.03138  4.41469  0.14877
H  -2.69240  -2.01102  -3.24474
H  2.28457  4.64432  -2.07895
H  -3.68045  0.51339  -4.45316
C  -2.58087  -0.96168  -3.53114
H  3.80327  -0.45285  1.13743
H  -4.73428  -0.68676  -1.86905
H  2.12065  2.27826  -1.49717
H  1.44453  -2.90960  3.31019
H  0.35995  3.90109  1.66200
H  -1.73770  -1.44825  2.49126
H  -3.23852  0.30612  -0.46777
B  2.93851  0.24866  0.87315
H  2.70013  -2.88364  1.43280
H  0.72146  2.82216  -2.55752
H  0.77124  -1.23565  3.49892
B  -1.94977  -0.35943  2.16932
H  4.16042  -2.99572  0.24313
H  -1.00665  0.29228  2.25666
H  -4.56403  -0.93278  -4.36222
H  -0.10620  -4.43509  0.83362
H  3.03891  3.99940  0.13631
Al  0.45761  -1.63608  0.98276
C  -3.22227  0.69859  -1.48668
H  2.69294  0.03299  -0.23088
H  0.70979  5.06597  -1.45930
H  -2.32832  -0.45047  1.08240
B  1.72806  -1.88050  3.71123
O  -0.94910  0.91944  -2.92204

ΔE to the lowest compared entry with this formula, charge and spin = 0.0 kcal/mol
Multiplicity = 1
Total charge = -2
Gap between HOMO and LUMO = 0.175 Eh
E_LUMO = 2.401 eV

Here are the Mulliken charges for atoms 1 to 2, given in e: 0.62 -0.25



4.
A cluster of 2 separate species, C5H13NO in total at a distorted geometry. Source: the Open Molecules 2025 dataset; level of theory: ωB97M-V with the def2-TZVPD basis set.

Geometry (Å):
C  0.97744  0.95519  0.04892
H  1.12406  2.00956  -0.17033
H  -0.54335  -3.14656  -2.18957
C  2.21241  0.23458  0.59743
H  2.50449  0.55440  1.59064
H  0.60930  0.38697  -0.79816
C  -0.20158  0.78923  0.99359
H  -1.47147  -0.29543  -2.36029
H  0.14536  -1.89058  -3.10679
H  -1.66188  -1.26158  -0.77605
H  -2.31694  -1.84391  -2.25538
H  -0.23897  2.80295  1.76583
H  -1.59651  1.66809  1.93500
C  -1.50075  -1.25153  -1.84825
C  -0.22650  -2.11449  -2.09947
H  0.56509  -1.80849  -1.42523
N  -0.66293  1.90925  1.63119
H  1.97525  -0.81007  0.60122
O  -0.74041  -0.28181  1.17027
H  2.99646  0.26779  -0.15330

ΔE to the lowest compared entry with this formula, charge and spin = 14.5 kcal/mol
Multiplicity = 1
Structure (SMILES) = CCC(N)=O.CC
Gap between HOMO and LUMO = 0.396 Eh
E_LUMO = 0.909 eV

Here are the Mulliken charges for atoms 1 to 2, given in e: 0.00 0.37



- Among the records above, which one has the lowest gap between HOMO and LUMO?
  C8H36AlB5O4S2



- Which value of multiplicity does entry 4 give?
  1



- Which formula does entry 2 have?
  C6H11NOS



- Which formula does entry 3 have?
  C8H36AlB5O4S2